## 1
An isolated molecule of C5H11NOS. Source: OMol25; level of theory: ωB97M-V with the def2-TZVPD basis set.

Each line ends with the natural charge from an NBO analysis.
Atoms and positions in Å:
C  -1.990  -0.662  0.618  -0.640
H  2.281  0.321  -1.150  0.168
C  -0.897  -0.367  -0.225  0.202
H  1.382  1.565  1.566  0.226
H  -0.280  3.037  0.719  0.391
H  -0.489  0.940  1.941  0.238
H  -2.120  0.022  1.423  0.214
H  -2.994  -0.369  0.072  0.223
C  0.423  0.026  0.216  -0.154
H  -0.140  1.306  -1.414  0.210
C  -0.307  1.069  -0.441  -0.097
H  1.051  -0.223  2.481  0.202
N  -0.837  2.204  0.310  -0.891
H  -2.219  -1.718  0.959  0.245
H  -1.741  2.174  0.795  0.379
C  0.574  0.661  1.625  -0.611
H  0.062  -1.181  -1.430  0.464
O  -0.878  -1.225  -1.466  -0.692
S  1.954  -0.991  -0.448  -0.077

Properties
Spin multiplicity = 1
SMILES = C[C@]1(S)[C@H](N)[C@@]1(C)O
Orbital gap = 9.4 eV
HOMO level = -9.0 eV

***

## 2
An isolated molecule of C5H11NOS. Source: OMol25; level of theory: ωB97M-V with the def2-TZVPD basis set.

Each line ends with the natural charge from an NBO analysis.
Atoms and positions in Å:
H  2.000  -1.103  2.221  0.225
H  -2.934  1.299  -0.181  0.116
H  1.566  1.333  -1.612  0.239
H  -0.180  1.906  0.110  0.224
S  2.255  0.748  0.591  0.198
C  2.242  -0.980  1.166  -0.749
H  1.387  -0.238  -1.502  0.225
C  1.178  0.617  -0.854  -0.564
C  -0.244  1.055  -0.570  -0.420
H  1.640  -1.582  0.499  0.218
O  -2.839  0.679  1.681  -0.518
N  -1.618  -0.930  -0.924  -0.825
C  -2.372  0.710  0.571  0.441
H  3.269  -1.363  1.125  0.220
H  -0.845  -1.345  -1.435  0.356
H  -2.039  -1.760  -0.501  0.362
H  -0.775  1.438  -1.444  0.220
H  -0.572  -0.465  0.945  0.197
C  -1.119  -0.021  0.114  -0.165

Properties
Spin multiplicity = 1
SMILES = CSCC[C@H](N)C=O
Orbital gap = 9.6 eV
HOMO level = -8.8 eV

***

The least stable of them is 1.

***

## 1
An isolated molecule of C4H9P. Source: OMol25; level of theory: ωB97M-V with the def2-TZVPD basis set.

Each line ends with the natural charge from an NBO analysis.
Atoms and positions in Å:
H  -0.186  -0.914  -1.211  0.197
H  2.359  -0.638  -1.245  -0.060
C  -1.580  -0.102  0.225  -0.605
H  -1.335  0.858  -0.121  0.196
H  1.430  1.832  0.702  0.226
H  -1.637  -0.172  1.255  0.199
C  -0.225  -0.790  -0.064  -0.385
H  -2.436  -0.422  -0.392  0.214
H  1.045  1.357  -0.983  0.219
H  -0.388  -1.867  0.341  0.197
H  0.792  -0.127  1.598  0.222
C  0.903  -0.101  0.545  -0.448
C  1.485  1.134  -0.071  -0.622
P  2.650  -0.356  0.024  0.450

Properties
Spin multiplicity = 1
SMILES = CC[C@@H]1CP1
Orbital gap = 10.5 eV
HOMO level = -9.3 eV

***

## 2
A cluster of 2 separate species, C4H9P in total. Source: OMol25; level of theory: ωB97M-V with the def2-TZVPD basis set.

Each line ends with the natural charge from an NBO analysis.
Atoms and positions in Å:
H  1.314  -0.734  2.263  0.238
H  -0.503  -0.245  1.961  0.214
P  1.414  1.549  -0.519  0.483
C  -0.815  -0.174  -1.500  -0.633
H  -1.165  1.245  0.123  0.218
H  0.801  0.937  2.540  0.224
H  -1.203  -1.141  -1.109  0.220
H  0.178  -0.496  -1.842  0.217
H  1.593  0.813  -1.575  -0.052
H  -1.377  0.174  -2.376  0.223
H  0.776  -2.033  -0.659  -0.040
C  0.811  0.234  0.467  -0.187
C  0.654  0.049  1.941  -0.684
C  -0.350  0.718  -0.411  -0.441

Properties
Spin multiplicity = 1
Orbital gap (alpha / beta) = 9.1 / 7.7 eV
HOMO level (alpha / beta) = -9.2 / -8.1 eV

***

## 3
An isolated molecule of C4H9P. Source: OMol25; level of theory: ωB97M-V with the def2-TZVPD basis set.

Each line ends with the natural charge from an NBO analysis.
Atoms and positions in Å:
C  -1.691  0.144  -0.599  -0.732
H  -1.708  0.902  0.280  0.209
C  0.656  0.559  -0.347  -0.499
H  1.457  -2.280  -0.694  -0.071
P  0.093  -2.425  -0.656  0.211
H  1.507  1.175  1.666  0.206
H  0.037  0.159  1.578  0.201
H  0.260  1.490  -0.352  0.192
H  1.629  -0.414  1.498  0.206
C  1.015  0.357  1.225  -0.576
H  -2.032  0.696  -1.436  0.239
C  -0.379  -0.383  -0.835  -0.035
H  -2.428  -0.618  -0.301  0.231
H  1.584  0.639  -1.028  0.218

Properties
Spin multiplicity = 1
SMILES = [H]/P=C(/C)CC
Orbital gap (alpha / beta) = 8.3 / 7.3 eV
HOMO level (alpha / beta) = -8.3 / -8.0 eV

***

## 4
An isolated molecule of C4H9P. Source: OMol25; level of theory: ωB97M-V with the def2-TZVPD basis set.

Each line ends with the natural charge from an NBO analysis.
Atoms and positions in Å:
P  -2.546  -0.438  -0.321  0.426
C  1.437  -0.653  -0.645  -0.620
H  2.252  -1.338  -0.463  0.211
H  0.266  -1.648  0.804  0.200
H  -0.531  0.802  -1.061  0.206
C  -2.001  1.180  0.377  -0.656
C  -0.889  0.337  -0.122  -0.441
H  0.967  -0.121  1.483  0.206
H  0.916  -1.084  -1.479  0.209
H  1.725  0.425  -0.852  0.205
H  -2.208  1.951  -0.340  0.223
H  -2.146  1.602  1.322  0.231
C  0.503  -0.601  0.562  -0.353
H  -2.188  -1.209  0.815  -0.047

Properties
Spin multiplicity = 1
SMILES = CC[C@@H]1CP1
Orbital gap = 10.7 eV
HOMO level = -9.4 eV

***

The least stable of them is 2.

***

## 1
A cluster of 2 separate species, C3H8N2 in total. Source: OMol25; level of theory: ωB97M-V with the def2-TZVPD basis set.

Each line ends with the natural charge from an NBO analysis.
Atoms and positions in Å:
C  0.425  1.882  1.302  -0.395
N  -0.582  -1.145  -0.300  -0.109
C  -0.282  -2.365  -1.016  -0.495
H  1.588  1.993  -0.389  0.191
N  -1.649  -0.493  -0.274  -0.310
C  1.424  2.385  0.653  -0.398
H  -0.144  1.139  0.724  0.210
H  2.165  3.129  1.054  0.190
H  0.341  -1.907  -1.736  0.237
H  -2.509  -1.019  -0.670  0.263
H  -0.106  2.248  2.196  0.196
H  0.376  -2.747  -0.251  0.228
H  -1.048  -3.102  -1.294  0.192

Properties
Spin multiplicity = 1
SMILES = [H]/N=N\C.C=C
Orbital gap = 10.2 eV
HOMO level = -9.2 eV

***

## 2
An isolated molecule of C3H8N2. Source: OMol25; level of theory: ωB97M-V with the def2-TZVPD basis set.

Each line ends with the natural charge from an NBO analysis.
Atoms and positions in Å:
C  1.147  -0.536  0.057  -0.246
C  -0.276  -0.118  -0.329  -0.038
N  0.698  -0.024  1.483  -0.643
H  -0.167  0.197  -2.622  0.355
H  0.130  1.663  0.899  0.200
C  -0.367  0.719  0.977  -0.226
H  -0.488  -1.199  0.003  0.154
H  1.793  0.138  -0.345  0.188
N  -0.841  0.521  -1.604  -0.872
H  -1.823  0.457  -1.808  0.377
H  1.078  -1.625  -0.175  0.198
H  -1.591  0.636  1.358  0.178
H  0.708  -0.828  2.105  0.375

Properties
Spin multiplicity = 1
SMILES = NC1CNC1
Orbital gap = 9.5 eV
HOMO level = -8.6 eV

***

## 3
An isolated molecule of C3H8N2. Source: OMol25; level of theory: ωB97M-V with the def2-TZVPD basis set.

Each line ends with the natural charge from an NBO analysis.
Atoms and positions in Å:
C  -1.087  -1.081  0.876  0.285
N  -1.342  -1.328  2.089  -0.718
H  2.110  0.619  -0.231  0.218
H  0.418  0.173  1.285  0.385
C  1.414  1.004  -0.976  -0.623
H  1.412  2.091  -1.011  0.211
C  0.004  0.440  -0.721  -0.219
N  0.013  -0.349  0.521  -0.611
H  -0.645  1.277  -0.575  0.176
H  1.841  0.672  -1.928  0.215
H  -0.330  -0.155  -1.567  0.198
H  -2.136  -1.944  2.221  0.343
H  -1.672  -1.419  0.016  0.141

Properties
Spin multiplicity = 1
SMILES = [H]/N=C/NCC
Orbital gap = 10.1 eV
HOMO level = -9.0 eV

***

The least stable of them is 2.

***

## 1
A structure of composition C3H9N3S. Source: OMol25; level of theory: ωB97M-V with the def2-TZVPD basis set.

Each line ends with the natural charge from an NBO analysis.
Atoms and positions in Å:
C  -0.264  0.444  0.133  0.582
H  2.471  0.473  0.882  0.204
N  0.795  1.270  0.058  -0.630
H  0.476  2.032  -0.438  0.401
C  2.151  0.844  -0.135  -0.425
N  -1.504  0.801  -0.347  -0.565
C  -2.494  -0.332  -0.305  -0.454
N  0.005  -0.673  1.157  -0.843
S  0.101  -2.247  0.584  0.244
H  0.814  -0.421  1.789  0.387
H  0.799  -1.673  -0.663  0.092
H  -1.780  -1.604  -0.432  0.200
H  2.964  1.601  -0.497  0.240
H  -3.116  -0.387  0.923  0.214
H  -3.514  -0.182  -1.687  0.166
H  2.096  0.054  -1.023  0.189

Properties
Spin multiplicity = 1
Orbital gap = 8.4 eV
HOMO level = -8.4 eV

***

## 2
A cluster of 2 separate species, C3H9N3S in total. Source: OMol25; level of theory: ωB97M-V with the def2-TZVPD basis set.

Each line ends with the natural charge from an NBO analysis.
Atoms and positions in Å:
H  -2.973  -0.668  1.737  0.353
H  2.920  0.308  -1.053  0.238
H  -0.698  -1.049  1.305  0.376
H  2.735  2.151  0.844  0.227
N  -2.843  0.084  0.509  -0.788
H  -2.266  1.571  -1.119  0.297
H  1.347  1.004  -1.231  0.270
C  2.125  1.144  0.826  -0.665
H  2.745  0.704  1.642  0.226
H  1.102  1.385  1.329  0.220
H  -3.408  0.903  0.420  0.397
S  1.063  -1.157  -0.273  0.378
N  -1.385  0.855  -1.200  -0.748
N  -0.578  -0.773  0.375  -0.766
C  -1.568  0.188  0.001  0.532
C  1.967  0.510  -0.376  -0.547

Properties
Spin multiplicity = 1
Orbital gap = 8.4 eV
HOMO level = -8.4 eV

***

## 3
An isolated molecule of C3H9N3S. Source: OMol25; level of theory: ωB97M-V with the def2-TZVPD basis set.

Each line ends with the natural charge from an NBO analysis.
Atoms and positions in Å:
H  -0.938  -2.102  -1.382  0.185
H  -2.202  -2.080  -0.143  0.204
N  1.849  -0.681  0.118  -0.313
N  -0.413  -1.046  0.410  -0.639
H  -1.787  -0.604  -1.132  0.205
C  0.646  -0.270  0.002  0.230
H  2.692  1.120  -0.049  0.347
H  -0.838  1.700  1.464  0.219
H  3.763  -0.138  0.306  0.362
C  -1.366  -1.482  -0.619  -0.415
H  -2.026  1.229  0.286  0.216
S  0.247  1.370  -0.640  0.153
N  2.914  0.142  -0.243  -0.652
C  -1.115  1.822  0.481  -0.716
H  -1.403  2.848  0.219  0.228
H  -0.021  -1.825  0.924  0.386

Properties
Spin multiplicity = 1
SMILES = CN/C(=N/N)SC
Orbital gap = 8.9 eV
HOMO level = -8.1 eV

***

The least stable of them is 1.

***

## 1
An isolated molecule of CH4N2S2. Source: OMol25; level of theory: ωB97M-V with the def2-TZVPD basis set.

Each line ends with the natural charge from an NBO analysis.
Atoms and positions in Å:
S  0.829  3.135  0.055  -0.123
N  0.447  0.288  0.246  -0.429
H  -0.268  3.721  -0.747  0.138
S  -0.100  1.739  1.126  0.255
H  0.755  -1.699  0.399  0.190
C  0.059  -0.996  0.623  -0.079
N  -0.620  -0.450  -0.492  -0.502
H  -0.317  -0.515  -1.449  0.365
H  -0.651  -1.007  1.544  0.185

Properties
Spin multiplicity = 1
SMILES = SSN1CN1
Orbital gap = 9.7 eV
HOMO level = -9.1 eV

***

## 2
A cluster of 2 separate species, CH4N2S2 in total. Source: OMol25; level of theory: ωB97M-V with the def2-TZVPD basis set.

Each line ends with the natural charge from an NBO analysis.
Atoms and positions in Å:
C  0.104  1.077  0.038  0.216
H  0.652  1.996  -0.244  0.196
S  -1.995  -0.621  -0.147  0.270
H  -2.865  -0.482  1.553  0.044
S  2.338  -0.214  -0.042  0.146
H  2.583  -1.589  0.563  0.146
H  -2.082  1.502  0.184  0.413
N  0.665  -0.065  0.099  -0.616
N  -1.294  0.846  0.007  -0.814

Properties
Spin multiplicity = 1
Orbital gap = 7.5 eV
HOMO level = -8.0 eV

***

The least stable of them is 2.

***

## 1
An isolated molecule of C3H6N2. Source: OMol25; level of theory: ωB97M-V with the def2-TZVPD basis set.

Each line ends with the natural charge from an NBO analysis.
Atoms and positions in Å:
N  0.459  0.217  0.634  -0.591
C  -1.806  -0.155  -0.061  0.248
H  0.849  -1.313  -0.856  0.177
H  2.186  -0.851  0.235  0.210
C  1.322  -0.472  -0.319  -0.422
C  -0.724  0.847  0.073  -0.324
N  -2.542  -1.031  0.117  -0.328
H  0.134  -0.455  1.322  0.363
H  -0.473  1.366  -0.858  0.234
H  -1.105  1.602  0.769  0.238
H  1.700  0.245  -1.056  0.194

Properties
Spin multiplicity = 1
SMILES = CNCC#N
Orbital gap = 10.6 eV
HOMO level = -9.7 eV

***

## 2
A cluster of 2 separate species, C3H6N2 in total. Source: OMol25; level of theory: ωB97M-V with the def2-TZVPD basis set.

Each line ends with the natural charge from an NBO analysis.
Atoms and positions in Å:
H  0.943  1.599  -0.218  -0.030
H  0.198  1.669  -0.370  -0.003
N  0.221  -0.550  0.368  -0.369
C  1.493  -0.441  0.055  -0.250
H  1.764  -0.282  -0.980  0.204
H  2.244  -0.613  0.811  0.210
N  -3.193  -0.133  0.656  -0.342
H  0.009  -0.739  1.344  0.425
H  -0.704  -0.109  -1.457  0.234
C  -0.845  -0.216  -0.391  -0.297
C  -2.131  -0.185  0.182  0.216

Properties
Spin multiplicity = 1
Orbital gap = 8.3 eV
HOMO level = -8.0 eV

***

## 3
An isolated molecule of C3H6N2. Source: OMol25; level of theory: ωB97M-V with the def2-TZVPD basis set.

Each line ends with the natural charge from an NBO analysis.
Atoms and positions in Å:
C  -1.679  0.380  -0.152  0.342
H  -1.619  1.949  1.227  0.233
H  1.474  -2.173  -0.019  0.178
H  -1.328  2.355  -0.581  0.240
H  0.139  -0.368  0.989  0.337
H  1.838  -0.972  -1.308  0.198
N  0.261  -0.362  -0.011  -0.492
C  1.479  -1.111  -0.284  -0.418
C  -1.600  1.641  0.188  -0.526
N  -1.184  -0.729  -0.416  -0.303
H  2.219  -0.610  0.366  0.212

Properties
Spin multiplicity = 1
SMILES = C=C=NNC
Orbital gap = 9.9 eV
HOMO level = -9.0 eV

***

## 4
A structure of composition C3H6N2. Source: OMol25; level of theory: ωB97M-V with the def2-TZVPD basis set.

Each line ends with the natural charge from an NBO analysis.
Atoms and positions in Å:
H  0.485  -0.509  -1.508  0.222
N  0.112  -1.346  0.163  -0.785
C  2.364  0.158  -0.169  0.077
N  3.418  -0.097  0.291  -0.451
H  0.306  1.862  0.054  0.245
C  0.421  -0.174  -0.493  0.124
H  -0.567  0.702  1.115  0.223
H  0.325  -1.569  1.192  0.398
H  0.658  -2.063  -0.325  0.373
H  -1.286  1.366  -0.368  0.245
C  -0.340  0.986  0.059  -0.672

Properties
Spin multiplicity = 1
Orbital gap = 10.9 eV
HOMO level = -10.4 eV

***

The least stable of them is 3.